Entry 1:
# C11H24BBr4NO

A 3-piece molecular cluster, C11H24BBr4NO overall (ωB97M-V/def2-TZVPD, the Open Molecules 2025 dataset).

Its total energy is -10884.45165 hartree. The calculation puts the HOMO-LUMO gap at 10.0 eV. The structure (SMILES) is CC[C@@H](C)BN(C)C(C)=O.BrCCBr.BrCCBr. Its net charge is 0. Its spin multiplicity is 1.

Geometry (Å):
C 1.2647 2.0703 1.7011
C 2.1009 0.7902 1.5970
C 1.2985 -0.4651 1.2167
C 2.2834 -1.6552 1.0112
B 0.3314 -1.0208 2.3119
N -1.0681 -1.4204 2.0761
C -1.0682 -2.9027 1.9243
C -1.7479 -0.7946 1.0331
C -2.0573 0.6604 1.2779
O -2.1581 -1.3768 0.0487
H 1.8227 2.9377 1.3357
H 0.3456 1.9873 1.1174
H 0.9865 2.2962 2.7365
H 2.8751 0.9377 0.8320
H 2.6337 0.5953 2.5353
H 0.7918 -0.2952 0.2554
H 3.1103 -1.5719 1.7243
H 1.8193 -2.6370 1.1592
H 2.6847 -1.6166 -0.0040
H 0.7939 -1.3054 3.3818
H -0.7312 -3.3603 2.8564
H -0.4028 -3.1972 1.1092
H -2.0784 -3.2304 1.6796
H -2.0761 1.1917 0.3223
H -1.3545 1.1355 1.9616
H -3.0550 0.7142 1.7222
Br -0.0295 -1.4060 -4.3161
C -1.2503 -2.8773 -3.9579
C -1.4499 -3.0953 -2.4823
Br 0.0955 -3.9347 -1.6571
H -0.8342 -3.7497 -4.4514
H -2.1921 -2.6043 -4.4279
H -2.2847 -3.7694 -2.3059
H -1.6117 -2.1692 -1.9395
Br 0.6734 5.9282 -0.0975
C 0.0612 5.1273 -1.7597
C 0.2165 3.6302 -1.7508
Br 2.0680 3.0852 -1.9646
H 0.6307 5.5926 -2.5576
H -0.9881 5.3975 -1.8518
H -0.3226 3.1853 -2.5842
H -0.1270 3.1928 -0.8184


Entry 2:
# CH4N2O2

A 2-piece molecular cluster, CH4N2O2 overall (ωB97M-V/def2-TZVPD, the Open Molecules 2025 dataset).

Its total energy is -300.29417 hartree. The calculation puts the HOMO-LUMO gap (spin up / spin down) at 9.8 / 8.1 eV. Its net charge is 0. Its spin multiplicity is 1.

Geometry (Å):
C -0.3607 -1.1548 0.5413
N 1.3299 1.9961 0.1396
N 0.4298 -0.2362 -0.3011
O -0.4128 0.3324 -1.2746
O 0.5118 2.5956 0.7181
H -1.4396 -0.9178 0.3888
H -0.0014 -1.0591 1.6444
H -0.2402 -2.2528 0.0978
H 0.1833 0.6967 -1.9542


Entry 3:
# C52H112N6O12

A 10-piece molecular cluster, C52H112N6O12 overall (ωB97M-V/def2-TZVPD, the Open Molecules 2025 dataset).

Its total energy is -3279.29491 hartree. The calculation puts the HOMO-LUMO gap at 6.8 eV. Its net charge is +2. Its spin multiplicity is 1.

Geometry (Å):
C 2.7082 -3.9438 3.0783
C 2.9392 -2.4889 3.6838
C 3.2137 -1.5540 2.5065
N 3.7090 -0.1852 2.8489
C 2.6062 0.6628 3.4166
C 4.9166 -0.1138 3.7474
C 5.6341 1.1790 3.4897
C 5.4566 1.4009 1.9880
C 4.3245 0.4544 1.5569
H 3.6496 -4.4176 2.8065
H 2.1563 -3.8125 2.1429
H 2.0307 -4.5649 3.6599
H 3.6997 -2.5079 4.4638
H 2.0061 -2.2821 4.2108
H 2.3581 -1.5285 1.8329
H 4.0620 -1.9525 1.9463
H 1.6381 0.6530 2.9224
H 3.0358 1.6620 3.4695
H 2.4845 0.3764 4.4619
H 4.4521 -0.3493 4.7061
H 5.4371 -1.0402 3.4928
H 5.1297 1.9636 4.0502
H 6.6766 1.0026 3.7448
H 5.1768 2.4407 1.8345
H 6.3881 1.0992 1.5155
H 3.5354 0.8898 0.9479
H 4.8223 -0.3508 1.0197
C 0.4196 -5.1337 -4.9775
C 0.8213 -4.8224 -3.5413
C 2.3127 -4.3791 -3.6156
N 2.9335 -4.0737 -2.2611
C 2.2542 -2.8022 -1.6731
C 4.3872 -3.8284 -2.3388
C 5.0047 -4.0604 -0.9384
C 4.0507 -5.1244 -0.2913
C 2.8202 -5.2011 -1.2320
H 0.5081 -4.2503 -5.6138
H -0.6493 -5.3485 -5.0486
H 0.8771 -5.9510 -5.5364
H 0.6400 -5.5697 -2.7705
H 0.0965 -4.0232 -3.3809
H 2.3461 -3.3589 -4.0099
H 3.0668 -5.0075 -4.0856
H 2.4899 -1.9334 -2.2896
H 2.6790 -2.7300 -0.6719
H 1.1756 -2.8947 -1.5565
H 4.7619 -2.9132 -2.7910
H 4.6927 -4.7162 -2.8973
H 5.0338 -3.1763 -0.3009
H 6.0409 -4.3772 -1.0439
H 3.6913 -4.6949 0.6426
H 4.5060 -6.0894 -0.0838
H 1.8777 -5.0110 -0.7193
H 2.7202 -6.0979 -1.8421
C -0.7773 -1.7721 2.7842
C -0.9495 -1.7578 4.3171
C -1.7625 -0.5831 4.7660
N -1.7065 -0.2551 6.2796
C -0.2630 0.0312 6.6486
C -2.2616 -1.3424 7.1467
C -2.7845 -0.7291 8.4541
C -3.2698 0.6298 7.8959
C -2.5509 1.0007 6.6332
H -0.6325 -0.8141 2.2838
H -1.6287 -2.3521 2.4283
H 0.1088 -2.3346 2.4864
H 0.0560 -1.6661 4.7300
H -1.3933 -2.6682 4.7200
H -2.8215 -0.5918 4.4917
H -1.5384 0.3677 4.2699
H 0.4040 -0.8063 6.4627
H -0.2616 0.3668 7.6840
H 0.1363 0.8470 6.0441
H -1.4965 -2.1174 7.1220
H -3.1267 -1.7612 6.6286
H -1.9726 -0.6515 9.1746
H -3.6496 -1.2532 8.8495
H -3.1232 1.4885 8.5524
H -4.3315 0.5769 7.6573
H -1.8495 1.8238 6.4760
H -3.1519 1.2819 5.7656
C -1.6315 2.1574 -6.3049
C -2.1015 0.7157 -6.5382
C -1.4838 -0.3299 -5.5793
N -2.3142 -0.6223 -4.3123
C -2.3299 0.5678 -3.3871
C -3.7499 -1.1260 -4.7087
C -3.8103 -2.6807 -4.4070
C -2.3428 -3.0634 -4.1569
C -1.6169 -1.8326 -3.6803
H -1.6128 2.7823 -7.1952
H -0.6865 2.3119 -5.7805
H -2.3401 2.5936 -5.5927
H -1.6951 0.4141 -7.5054
H -3.1859 0.6615 -6.6179
H -0.5677 0.1550 -5.2431
H -1.3857 -1.3071 -6.0446
H -2.6269 0.2622 -2.3860
H -2.9798 1.3116 -3.8453
H -1.3272 0.9783 -3.2890
H -4.4083 -0.5052 -4.0981
H -4.1244 -0.8103 -5.6808
H -4.4384 -2.8188 -3.5285
H -4.1900 -3.2746 -5.2347
H -2.2489 -3.9633 -3.5523
H -1.9166 -3.2214 -5.1508
H -1.5804 -1.8816 -2.5924
H -0.6057 -1.7280 -4.0722
C 4.2437 3.4214 -5.1481
C 2.8837 3.7792 -4.5567
C 2.7308 3.2491 -3.1617
N 1.5783 3.8832 -2.3629
C 0.1775 3.4418 -2.8219
C 1.5219 5.4143 -2.3215
C 2.6610 5.6850 -1.3867
C 2.5528 4.6210 -0.2636
C 1.8470 3.4464 -0.9418
H 4.4633 3.9394 -6.0811
H 4.5185 2.3713 -5.2266
H 4.9549 3.9180 -4.4787
H 2.0627 3.4054 -5.1718
H 2.9169 4.8688 -4.6042
H 3.6792 3.3719 -2.6316
H 2.6412 2.1665 -3.0510
H -0.1696 3.9592 -3.7174
H -0.5472 3.6905 -2.0508
H 0.2619 2.3960 -3.1099
H 0.5952 5.8119 -1.9075
H 1.6659 5.9264 -3.2705
H 2.8921 6.7326 -1.1859
H 3.5982 5.5316 -1.9331
H 1.9327 4.8631 0.5999
H 3.5335 4.4323 0.1724
H 0.8374 3.3613 -0.5399
H 2.2511 2.4378 -0.8975
C -5.1213 3.2557 4.7269
C -5.2786 3.0003 3.2087
C -4.3028 1.9312 2.7013
N -4.4278 1.5764 1.2038
C -3.7281 0.2307 0.8942
C -5.8701 1.3971 0.7360
C -6.3844 2.7015 0.1427
C -5.0923 3.5326 -0.1668
C -3.9141 2.6487 0.2048
H -4.7887 4.2891 4.7821
H -4.4305 2.6172 5.2765
H -6.0776 2.9844 5.1705
H -5.2570 3.8917 2.5805
H -6.3072 2.6694 3.0488
H -4.5331 1.0445 3.2911
H -3.2631 2.2590 2.7338
H -3.7682 -0.0351 -0.1589
H -4.1973 -0.5439 1.4968
H -2.6916 0.4153 1.1778
H -5.8763 0.6127 -0.0191
H -6.4579 0.9613 1.5445
H -6.7676 2.3694 -0.8217
H -7.1915 3.2218 0.6521
H -5.2059 3.6946 -1.2383
H -5.0952 4.5305 0.2672
H -3.4969 2.0454 -0.5996
H -3.0794 3.1841 0.6555
O 1.7859 0.2902 -4.8971
C 2.3913 -0.8391 -5.3965
O 2.8263 -1.6560 -4.5494
O 2.3946 -0.9973 -6.6199
H 1.5385 0.2005 -3.9814
O -2.0604 -2.4769 -0.3906
C -1.7051 -3.7791 -0.2794
O -0.6260 -4.0586 0.2673
O -2.4725 -4.7201 -0.6105
H -1.3256 -2.0708 0.0894
O 1.1398 -0.3420 0.3037
C 0.6724 0.2412 -0.8250
O -0.4603 0.7929 -0.7281
O 1.2935 0.2536 -1.9008
H 0.1977 -0.2175 0.6076
O -0.9086 1.9555 1.9538
C -0.1880 2.7089 2.8804
O 0.7362 3.3488 2.3443
O -0.5200 2.6486 4.0798
H -0.2960 2.2783 1.2669


Entry 4:
# C4H8N2O

A 2-piece molecular cluster, C4H8N2O overall (ωB97M-V/def2-TZVPD, the Open Molecules 2025 dataset).

Its total energy is -341.61148 hartree. The calculation puts the HOMO-LUMO gap (spin up / spin down) at 8.4 / 4.4 eV. Its net charge is +1. Its spin multiplicity is 2.

Geometry (Å):
H 1.5050 -0.8660 0.7454
O 2.2982 -1.2670 1.4285
N 0.2094 -0.3835 0.4902
H 2.9476 -0.5566 1.4774
C -0.2304 0.5437 -0.3921
C -0.8797 -1.0778 0.8702
C -1.6123 0.3480 -0.6692
N -1.9647 -0.6743 0.1590
H -2.8697 -1.0391 0.4388
H -0.8980 -1.7101 1.7364
H -2.3511 1.0318 -1.0412
C 0.7356 1.3393 -1.1654
H 1.4613 1.6281 -0.4001
H 1.2391 0.6056 -1.7959
H 0.4097 2.0778 -1.8820


Entry 5:
# C4H8N2O2S

One molecule with the formula C4H8N2O2S (ωB97M-V/def2-TZVPD, the Open Molecules 2025 dataset).

Its total energy is -815.30407 hartree. The calculation puts the HOMO-LUMO gap at 9.2 eV. The structure (SMILES) is CN1C=N[C@H](OSO)C1. Its net charge is 0. Its spin multiplicity is 1.

Geometry (Å):
C -0.3912 -0.7366 -1.7016
N -0.2692 -0.6306 -0.2263
C -1.1273 -1.1689 0.6934
N -0.6899 -1.1233 1.9107
C 0.4161 -0.3526 1.9805
O 0.1314 0.7883 2.7656
S -1.2038 1.5644 2.0797
O -0.4756 2.5785 0.9749
C 0.9045 -0.1370 0.4145
H 0.2870 -1.4871 -2.1643
H -1.4415 -1.1022 -1.8668
H -0.2111 0.2326 -2.3944
H -2.0511 -1.7681 0.4237
H 1.1943 -0.8873 2.5767
H -0.3311 3.3817 1.4925
H 1.0509 0.7927 -0.0385
H 1.7382 -0.8324 0.2692


Entry 6:
# C11H25CaNO11S

C11H25CaNO11S as an isolated structure (ωB97M-V/def2-TZVPD, the Open Molecules 2025 dataset).

Its total energy is -2392.40110 hartree. The calculation puts the HOMO-LUMO gap at 3.8 eV. Its net charge is -2. Its spin multiplicity is 1.

Geometry (Å):
Ca 18.9822 32.3682 -22.1397
S 17.6303 31.4324 -18.9358
O 16.9999 32.6339 -18.4519
O 18.7625 31.1426 -18.1128
O 16.5451 30.5087 -18.9188
O 18.0437 31.6500 -20.2959
C 20.6384 35.8118 -19.6966
C 20.6980 34.3491 -19.9043
O 20.2461 33.8533 -20.9507
O 20.9548 33.6200 -18.8879
H 20.9080 36.3384 -20.6120
H 21.3184 36.1659 -18.9218
H 19.6142 36.1502 -19.5397
C 22.5378 29.6817 -22.2274
C 21.3865 30.6480 -22.0989
O 20.9033 31.3216 -22.9994
O 20.9636 30.8395 -20.9245
H 22.5171 29.2017 -23.2058
H 22.3720 28.8598 -21.5308
H 23.4806 30.1751 -21.9913
C 17.2094 35.4554 -21.7926
O 17.4718 34.0886 -21.4330
H 17.0079 35.4669 -22.8637
H 16.2640 35.8067 -21.3793
H 18.1132 36.0565 -21.6926
H 16.8065 33.8817 -20.7726
C 20.0564 34.2558 -24.5168
O 18.9106 33.5853 -23.9502
C 18.0913 32.9290 -24.9306
C 17.1259 31.9079 -24.3184
N 17.8211 30.9179 -23.5477
C 16.7623 29.9794 -22.9814
C 17.3428 28.8884 -22.0070
O 18.3055 28.1094 -22.7437
C 19.0379 27.1278 -21.9691
H 19.8281 34.8046 -25.4305
H 20.7718 33.5164 -24.8767
H 20.4222 34.8633 -23.6890
H 18.7148 32.4240 -25.6684
H 17.4726 33.6288 -25.4925
H 16.3814 31.3967 -24.9286
H 16.5091 32.5160 -23.6567
H 18.3166 30.3046 -24.1788
H 16.3517 29.4096 -23.8150
H 15.9342 30.4842 -22.4840
H 16.4957 28.2629 -21.7253
H 17.7312 29.3476 -21.0980
H 19.8398 26.7202 -22.5845
H 18.3566 26.2847 -21.8540
H 19.3597 27.4795 -20.9888